Entry 1:
# C37H15BrF15GeN3ORuS3

A molecular structure, C37H15BrF15GeN3ORuS3 (ωB97M-V with the def2-TZVPD basis set, the OMol25 dataset).

* E_LUMO (alpha / beta): -0.1407 / -0.1502 hartree
* frontier orbital gap (alpha / beta): 6.84 / 6.62 eV
* max |F|: 0.52 eV Å⁻¹
* E: -247532.9854 eV
* energy above the lowest of the compared OMol25 structures with the same formula, charge and spin: 13.5 kcal/mol
* HOMO level (alpha / beta): -10.7 / -10.7 eV

Geometry as ORCA input:
```
! RIJCOSX wB97M-V def2-TZVPD def2/J DEFGRID3
* xyz 1 2
Ru -0.26360 -0.17060 0.17656
Br 5.52978 4.28335 1.67321
C 4.28182 2.93480 1.24694
C 4.71144 1.60227 1.15108
C 3.82473 0.60696 0.83119
C 2.46180 0.89206 0.60983
O 1.68067 -0.11260 0.30232
C 2.03409 2.23712 0.69770
C 0.70914 2.66707 0.39601
N -0.29738 1.90951 0.09772
C -1.57034 2.45901 -0.20670
C -1.88224 3.79558 -0.27779
C -3.18690 4.21207 -0.59465
C -4.17537 3.30158 -0.84329
C -3.89163 1.92072 -0.77901
C -4.86003 0.92131 -1.02857
C -4.50610 -0.39372 -0.95591
C -3.18310 -0.73026 -0.62751
N -2.25549 0.17649 -0.39135
C -2.58619 1.50477 -0.45935
C 2.97277 3.24631 1.01413
H 5.75262 1.36613 1.32526
H 4.14532 -0.42203 0.73556
H 0.56589 3.74392 0.40403
H -1.13847 4.55833 -0.10027
H -3.39696 5.27133 -0.64244
H -5.17805 3.62182 -1.09329
H -5.87213 1.21605 -1.27488
H -5.21497 -1.18717 -1.14106
H -2.86556 -1.76246 -0.56330
H 2.64071 4.27551 1.06617
F -2.53899 -4.94548 -1.39029
C -1.48933 -5.48324 -2.03648
C -0.22691 -5.38639 -1.47871
C 0.81501 -5.93369 -2.20590
F 2.07324 -5.85478 -1.74992
C 0.61715 -6.57836 -3.41561
F 1.64107 -7.10161 -4.08094
C -0.66463 -6.67175 -3.93160
F -0.87298 -7.28518 -5.08608
C -1.73036 -6.11646 -3.23907
F -2.96131 -6.19250 -3.73637
Ge 0.02310 -4.37833 0.17714
S -0.34014 -2.33577 -0.55443
C -1.30946 -5.01315 1.48810
C -1.69777 -4.23634 2.56022
F -1.14873 -3.01847 2.72912
C -2.61843 -4.64127 3.50664
F -2.93889 -3.83851 4.52493
C -3.19299 -5.89478 3.39399
F -4.07578 -6.30624 4.29006
C -2.82771 -6.71653 2.33966
F -3.36694 -7.92335 2.22598
C -1.89675 -6.27024 1.41553
F -1.57637 -7.11781 0.43647
C 1.79867 -4.73715 0.93091
C 2.01333 -5.96024 1.54604
F 1.01324 -6.85210 1.59078
C 3.22113 -6.31926 2.11539
F 3.37862 -7.50074 2.70004
C 4.27397 -5.41802 2.07196
F 5.43880 -5.72812 2.61940
C 4.10371 -4.19347 1.44719
F 5.11632 -3.32774 1.39052
C 2.88286 -3.87873 0.87388
F 2.79990 -2.70925 0.23445
S -0.81943 0.14700 2.38014
C 0.20106 -0.77567 3.37414
N -0.06585 -0.90304 4.65869
C 0.89228 -1.61664 5.49727
C 1.82390 -2.36084 4.53554
S 1.63549 -1.59092 2.89190
H -0.88414 -0.46052 5.05158
H 0.35308 -2.31615 6.13411
H 1.43151 -0.91044 6.12969
H 1.57023 -3.41659 4.46032
H 2.86483 -2.26986 4.83469
*
```

***

Entry 2:
# C37H18BrCsF4N4O2P

A molecular structure, C37H18BrCsF4N4O2P (ωB97M-V with the def2-TZVPD basis set, the OMol25 dataset).

* E_LUMO (alpha / beta): -0.0015 / 0.0527 hartree
* frontier orbital gap (alpha / beta): 5.85 / 6.57 eV
* max |F|: 1.93 eV Å⁻¹
* E: -139464.5567 eV
* energy above the lowest of the compared OMol25 structures with the same formula, charge and spin: 0.0 kcal/mol
* HOMO level (alpha / beta): -5.9 / -5.1 eV

Geometry as ORCA input:
```
! RIJCOSX wB97M-V def2-TZVPD def2/J DEFGRID3
* xyz -1 1
Cs 1.51696 1.75879 -1.42655
C 1.98206 -2.08312 -5.04605
C 1.06227 -2.53924 -4.11187
C 1.29437 -2.35792 -2.75595
C 2.45028 -1.72243 -2.31776
C 3.35879 -1.24840 -3.26524
C 3.13343 -1.43315 -4.62091
P 2.85468 -1.40077 -0.56548
C 3.84267 -2.87305 -0.11318
C 4.43707 -2.87073 1.14891
C 5.18296 -3.95292 1.58797
C 5.36408 -5.05275 0.75575
C 4.79215 -5.05926 -0.50735
C 4.03013 -3.97687 -0.93745
C 1.28603 -1.77478 0.30738
C 0.90333 -3.03935 0.77927
C -0.29727 -3.22225 1.45161
C -1.15634 -2.14722 1.66996
C -0.82266 -0.87318 1.21702
C 0.38215 -0.77656 0.57330
H 1.79277 -2.21660 -6.10328
H 0.14733 -3.01559 -4.43836
H 0.54988 -2.67781 -2.03903
H 4.25649 -0.73582 -2.93388
H 3.84855 -1.05568 -5.34060
H 4.30992 -2.01088 1.79776
H 5.62493 -3.93292 2.57560
H 5.95191 -5.89641 1.09372
H 4.92874 -5.91077 -1.16157
H 3.57743 -3.99505 -1.92192
H 1.56001 -3.88888 0.62108
H -0.56370 -4.20818 1.80733
H -2.09196 -2.29937 2.19584
H -1.46375 -0.01983 1.36432
Br -4.96923 2.51193 -5.79957
C -4.21998 1.67852 -4.26475
C -5.06565 1.10433 -3.32924
C -4.50209 0.49153 -2.21538
C -3.12527 0.44224 -2.05425
C -2.29348 1.03789 -2.99154
C -2.84670 1.66658 -4.10170
C -0.78545 1.04100 -2.86910
O -0.15802 1.99557 -3.39078
O -0.28143 0.09504 -2.21223
H -6.13630 1.13605 -3.47347
H -5.14357 0.04527 -1.46641
H -2.68199 -0.06507 -1.20601
H -2.18591 2.15250 -4.80595
F -0.69670 2.44842 1.41694
C -1.15068 3.08431 2.51419
C -2.32559 2.63394 3.02562
F -2.92725 1.61857 2.39245
C -2.95232 3.16487 4.18719
C -2.21199 4.24137 4.74282
C -1.04230 4.70036 4.22847
F -0.46324 5.72923 4.85575
C -0.40407 4.16294 3.07422
C 0.81503 4.65797 2.56831
C 1.41602 4.13904 1.37520
N 1.89102 3.69108 0.42404
C 1.53548 5.72160 3.19615
N 2.16799 6.56123 3.66655
F -2.68434 4.85262 5.83561
C -4.15144 2.67550 4.71745
C -4.87626 1.57550 4.14405
N -5.50833 0.70484 3.73333
C -4.76168 3.21397 5.89955
N -5.30003 3.59818 6.84213
*
```

***

Entry 3:
# C37H22Cl10FMnNP

A molecular structure, C37H22Cl10FMnNP (ωB97M-V with the def2-TZVPD basis set, the OMol25 dataset).

* E_LUMO (alpha / beta): -0.1145 / -0.1147 hartree
* frontier orbital gap (alpha / beta): 7.87 / 7.53 eV
* max |F|: 2.26 eV Å⁻¹
* E: -208759.1268 eV
* HOMO level (alpha / beta): -11.0 / -10.7 eV

Geometry as ORCA input:
```
! RIJCOSX wB97M-V def2-TZVPD def2/J DEFGRID3
* xyz 1 4
Mn 2.84200 -1.12460 0.34174
Cl 0.53053 -3.02930 -1.77513
C 1.89468 -2.24511 -2.49364
C 2.62237 -1.35283 -1.74552
C 3.66674 -0.65464 -2.28986
Cl 4.51984 0.41853 -1.16049
C 4.01393 -0.82761 -3.65522
Cl 5.30485 0.06316 -4.33915
C 3.26358 -1.72053 -4.44787
Cl 3.67199 -1.99039 -6.07668
C 2.23071 -2.46771 -3.83597
Cl 1.24978 -3.49355 -4.75917
N 1.68496 0.83200 0.99619
C 0.64955 1.05279 1.99054
C 1.13027 1.07482 3.31340
C 0.41908 1.70439 4.34216
C -0.89323 2.12037 4.08837
C -1.42915 1.92553 2.85989
C -0.67426 1.37916 1.77612
P -1.65619 0.92123 0.30097
C -2.85230 2.24840 -0.05398
C -4.05533 1.92353 -0.66697
C -5.03364 2.90838 -0.82839
C -4.82887 4.22214 -0.44902
C -3.58666 4.57484 0.03506
C -2.60983 3.59015 0.24358
C -2.34578 -0.69409 0.73692
C -3.68153 -0.99460 0.99659
C -4.06006 -2.25577 1.38723
C -3.08667 -3.24444 1.60692
C -1.73841 -2.94321 1.39399
C -1.36467 -1.68389 0.93237
H 2.57520 1.18412 1.37957
H 1.42824 1.42348 0.20443
H 2.01027 0.51855 3.53616
H 0.90687 1.78442 5.29285
H -1.44938 2.63981 4.84634
H -2.52469 2.11438 2.69571
H -4.26834 0.91364 -1.01501
H -6.00331 2.56492 -1.24494
H -5.61972 4.95300 -0.53937
H -3.41907 5.62753 0.27502
H -1.63710 3.84987 0.61535
H -4.35038 -0.12517 0.95830
H -5.09568 -2.48024 1.65751
H -3.37461 -4.27050 1.85746
H -0.98753 -3.70368 1.53794
H -0.33876 -1.43323 0.75525
F -1.57238 0.29132 -6.64515
C -1.33669 0.40073 -5.31892
C -1.76393 -0.65025 -4.49401
C -1.60574 -0.48954 -3.14182
C -1.04386 0.66276 -2.55048
C -0.51214 0.66339 -1.13458
C -0.79685 1.72923 -3.38789
C -0.84694 1.58924 -4.77087
H -2.09079 -1.62051 -4.85812
H -1.80634 -1.33575 -2.49683
H 0.25834 1.45579 -1.13322
H 0.04330 -0.27442 -1.00335
H -0.45290 2.68840 -3.01800
H -0.49010 2.41609 -5.39512
Cl 2.90577 -3.69306 1.03216
C 3.70921 -2.74002 2.32824
C 3.85678 -1.38590 2.11868
C 4.68181 -0.65207 2.97478
Cl 4.86020 0.99723 2.64118
C 5.25898 -1.27377 4.06518
Cl 6.18357 -0.35784 5.18444
C 5.08414 -2.62986 4.34793
Cl 5.73162 -3.25978 5.78735
C 4.28683 -3.37541 3.44282
Cl 3.80782 -4.95406 3.84803
*
```

***

Entry 4:
# C37H23BF6

2 unconnected molecules or ions with the total composition C37H23BF6 (ωB97M-V with the def2-TZVPD basis set, the OMol25 dataset).

* SMILES: Fc1cccc(F)c1B(c1c(F)cccc1F)c1c(F)cccc1F.c1ccc(C2c3ccccc3-c3ccccc32)cc1
* E_LUMO: -0.0245 hartree
* frontier orbital gap: 7.32 eV
* max |F|: 1.55 eV Å⁻¹
* E: -55724.0100 eV
* energy above the lowest of the compared OMol25 structures with the same formula, charge and spin: 0.0 kcal/mol
* HOMO level: -8.0 eV

Geometry as ORCA input:
```
! RIJCOSX wB97M-V def2-TZVPD def2/J DEFGRID3
* xyz 0 1
F 0.92091 0.72434 -3.79114
C 1.48980 1.55584 -2.85326
C 2.09002 2.71239 -3.30444
C 2.72420 3.54546 -2.37772
C 2.70033 3.22927 -1.01416
C 2.11938 2.03632 -0.62198
F 2.23768 1.68310 0.70301
C 1.59555 1.09450 -1.53076
B 1.39915 -0.40493 -1.25951
C 0.44659 -1.29367 -2.08695
C -0.92742 -1.24085 -2.34288
F -1.64144 -0.12004 -1.98955
C -1.57208 -2.18299 -3.13503
C -0.80698 -3.15901 -3.77722
C 0.58354 -3.17803 -3.64424
C 1.15709 -2.25665 -2.80451
F 2.52951 -2.14617 -2.76168
C 2.28819 -1.15523 -0.23627
C 1.93414 -2.28445 0.52769
F 0.64781 -2.78954 0.41328
C 2.84153 -3.01918 1.27416
C 4.18178 -2.62441 1.27273
C 4.60417 -1.54294 0.49277
C 3.65487 -0.85183 -0.23099
F 4.09622 0.04765 -1.17546
H 2.08478 2.91046 -4.36889
H 3.21706 4.44941 -2.72319
H 3.17006 3.86908 -0.27003
H -2.65145 -2.13104 -3.26989
H -1.26799 -3.91482 -4.40561
H 1.25199 -3.85353 -4.16897
H 2.50415 -3.89641 1.81846
H 4.91957 -3.16048 1.85684
H 5.64151 -1.24327 0.37292
C 1.28976 1.20380 4.51872
C 1.44198 0.05414 3.73655
C 0.61275 -0.12818 2.63440
C -0.35172 0.82217 2.30298
C -1.16858 0.53616 1.07369
C -2.05448 1.62056 0.49635
C -1.84013 2.98059 0.38551
C -2.88996 3.78683 -0.09062
C -4.11447 3.22137 -0.48766
C -4.31135 1.83523 -0.40924
C -3.27199 1.05087 0.07355
C -3.29230 -0.36464 0.44818
C -4.31590 -1.29118 0.33913
C -4.14299 -2.54002 0.95097
C -2.97899 -2.82359 1.69031
C -1.95855 -1.87102 1.81302
C -2.11567 -0.65960 1.16632
C -0.47755 1.99346 3.04971
C 0.35018 2.17238 4.16470
H 1.92942 1.34247 5.39254
H 2.16010 -0.72683 3.98849
H 0.68361 -1.03557 2.01917
H -0.45406 0.25747 0.34508
H -0.88907 3.40822 0.70637
H -2.74924 4.87009 -0.14701
H -4.91681 3.85890 -0.86158
H -5.25143 1.35585 -0.69464
H -5.22210 -1.01768 -0.20126
H -4.91219 -3.29743 0.84930
H -2.85768 -3.78837 2.17579
H -1.09170 -2.04482 2.44731
H -1.23695 2.73325 2.77696
H 0.23381 3.07677 4.75934
*
```

***

Entry 5:
# C37H24BaN14O3S3

A molecular structure, C37H24BaN14O3S3 (ωB97M-V with the def2-TZVPD basis set, the OMol25 dataset).

* E_LUMO: 0.1254 hartree
* frontier orbital gap: 5.40 eV
* max |F|: 0.77 eV Å⁻¹
* E: -98967.7456 eV
* energy above the lowest of the compared OMol25 structures with the same formula, charge and spin: 0.0 kcal/mol
* HOMO level: -2.0 eV

Geometry as ORCA input:
```
! RIJCOSX wB97M-V def2-TZVPD def2/J DEFGRID3
* xyz -2 1
Ba 1.72561 -1.87998 0.73240
O 3.92966 -2.38749 -0.19295
N 4.53927 -2.86832 -1.24379
C 5.63416 -2.21746 -1.69327
C 6.33611 -2.65391 -2.78446
C 5.88877 -3.80899 -3.43404
C 4.77205 -4.45452 -2.97220
C 4.03239 -3.99647 -1.85572
S 2.61435 -4.73035 -1.28667
H 5.87613 -1.34760 -1.10116
H 7.20628 -2.10483 -3.11363
H 6.41546 -4.19094 -4.29991
H 4.39867 -5.34372 -3.45948
C 2.53747 1.73194 -4.18173
N 2.15037 0.47827 -3.58704
C 2.02755 0.16935 -2.28975
N 1.58736 -1.06633 -2.17077
C 1.47928 -1.48692 -3.45301
N 1.79623 -0.58012 -4.35308
C 1.47268 2.80924 -4.18471
C 1.73907 3.94628 -4.93877
C 0.84281 5.00130 -4.97382
C -0.33225 4.92853 -4.24987
C -0.60699 3.79383 -3.49012
C 0.29235 2.73028 -3.45538
C -1.86438 3.79180 -2.73887
N -2.73430 4.74269 -2.72511
N -3.75414 4.32780 -1.89094
C -3.42564 3.15522 -1.46267
O -2.23349 2.74561 -1.96517
C -4.20955 2.31134 -0.56046
C -5.45988 2.79245 -0.17451
C -6.24557 2.04271 0.67867
C -5.79295 0.81406 1.13403
C -4.55107 0.32581 0.75012
C -4.10428 -1.00096 1.31771
N -3.00148 -1.59415 0.60512
C -1.71694 -1.55039 0.95159
N -1.00120 -2.20652 0.05737
C -1.92015 -2.62346 -0.83827
N -3.15749 -2.26452 -0.56066
C -3.74742 1.08341 -0.09658
H 2.83157 1.50120 -5.20445
H 3.42074 2.10211 -3.65687
H 2.21165 0.86284 -1.47748
H 1.17395 -2.48619 -3.71758
H 2.66301 4.00353 -5.50454
H 1.06187 5.88202 -5.56380
H -1.04587 5.74022 -4.25503
H 0.07053 1.86255 -2.84582
H -5.79253 3.75166 -0.54558
H -7.21250 2.41497 0.99177
H -6.40842 0.22549 1.80499
H -4.92401 -1.71858 1.31770
H -3.78075 -0.88670 2.35413
H -1.37524 -1.07453 1.85763
H -1.67289 -3.20138 -1.71381
H -2.75816 0.73545 -0.37296
S 0.46741 1.16127 0.65674
C 0.35842 1.09491 2.41677
C -0.86897 1.47512 2.97369
C -1.10342 1.52074 4.34246
C -2.38674 1.93903 4.82118
N -3.41543 2.29076 5.20215
C -0.06167 1.16767 5.21180
C 1.15631 0.77098 4.68019
C 1.41821 0.71066 3.30043
S 3.01929 0.21990 2.80271
C -0.22500 1.24626 6.63484
N -0.33614 1.33226 7.77753
H -1.66509 1.76500 2.29866
H 1.95545 0.49504 5.35496
N 2.06640 -3.62841 4.66117
C 0.87632 -3.26853 4.07307
O 0.89804 -2.80218 2.91635
C -0.33047 -3.44233 4.80876
C -1.55428 -3.06479 4.21655
N -2.55151 -2.75164 3.72063
C -0.30911 -3.99209 6.10791
N -0.22290 -4.46237 7.16214
H 2.85226 -3.12369 4.27868
H 2.06476 -3.73218 5.66387
*
```

***

Entry 6:
# C37H24BaN14O3S3

A molecular structure, C37H24BaN14O3S3 (ωB97M-V with the def2-TZVPD basis set, the OMol25 dataset).

* E_LUMO: 0.1169 hartree
* frontier orbital gap: 4.80 eV
* max |F|: 4.05 eV Å⁻¹
* E: -98966.1820 eV
* energy above the lowest of the compared OMol25 structures with the same formula, charge and spin: 36.1 kcal/mol
* HOMO level: -1.6 eV

Geometry as ORCA input:
```
! RIJCOSX wB97M-V def2-TZVPD def2/J DEFGRID3
* xyz -2 1
Ba 0.24048 0.17136 0.14543
O -1.12930 1.89827 0.39119
N -2.43191 2.21007 0.31126
C -2.78483 3.37418 -0.29451
C -4.08358 3.76805 -0.41860
C -5.07852 2.93239 0.11400
C -4.72050 1.75756 0.71667
C -3.36536 1.32308 0.83007
S -2.86995 -0.14098 1.52928
H -1.94719 3.94684 -0.66468
H -4.31106 4.70174 -0.91398
H -6.12419 3.21172 0.04106
H -5.46087 1.08948 1.13229
C -5.25320 -2.12301 -1.82462
N -4.24359 -1.09690 -1.95076
C -2.96626 -1.12541 -1.53826
N -2.35258 -0.01976 -1.89735
C -3.33729 0.67258 -2.54535
N -4.50604 0.06379 -2.61284
C -5.13825 -3.25180 -2.83510
C -6.15259 -4.20171 -2.87856
C -6.10265 -5.24800 -3.78439
C -5.03361 -5.36119 -4.66077
C -4.01182 -4.42506 -4.61380
C -4.06229 -3.37262 -3.70637
C -2.87544 -4.58703 -5.53916
N -2.74224 -5.45883 -6.46314
N -1.49087 -5.22032 -7.05432
C -0.98126 -4.22474 -6.42916
O -1.80653 -3.76715 -5.46248
C 0.33720 -3.60619 -6.65011
C 1.16027 -4.17402 -7.61130
C 2.42309 -3.64396 -7.82412
C 2.85667 -2.55868 -7.08109
C 2.03585 -1.97725 -6.11833
C 2.60647 -0.81604 -5.32474
N 1.69291 -0.22380 -4.36423
C 1.30331 -0.68205 -3.15877
N 0.46723 0.16798 -2.60309
C 0.38006 1.15788 -3.53680
N 1.09694 0.97086 -4.62621
C 0.76820 -2.50699 -5.90769
H -6.20828 -1.62800 -1.95409
H -5.21052 -2.51680 -0.81178
H -2.53000 -1.95011 -0.97347
H -3.18996 1.66044 -2.96780
H -6.99104 -4.11849 -2.19079
H -6.89884 -5.98307 -3.80519
H -4.97168 -6.17306 -5.37680
H -3.25458 -2.64737 -3.68824
H 0.80626 -5.03336 -8.16916
H 3.07926 -4.08966 -8.56294
H 3.85655 -2.15848 -7.23545
H 2.89790 -0.01655 -5.99557
H 3.48330 -1.15123 -4.78700
H 1.65758 -1.61647 -2.71485
H -0.23485 2.04240 -3.40259
H 0.11278 -2.07902 -5.15485
S 0.48975 -2.83922 0.29273
C 1.75569 -3.16160 1.47621
C 2.39527 -4.41373 1.40539
C 3.37866 -4.83699 2.28825
C 3.98772 -6.14322 2.12685
N 4.47142 -7.18379 2.00067
C 3.76417 -3.97266 3.32218
C 3.15950 -2.72689 3.40969
C 2.16173 -2.26377 2.52136
S 1.48853 -0.66586 2.81393
C 4.75230 -4.36789 4.30875
N 5.52772 -4.67815 5.10375
H 2.08842 -5.08499 0.61432
H 3.45802 -2.06190 4.20916
N 3.48563 2.50347 -0.24029
C 3.42398 1.23856 -0.76985
O 2.42436 0.53782 -0.49965
C 4.49122 0.84702 -1.63843
C 4.46819 -0.39623 -2.33492
N 4.46839 -1.38429 -2.93562
C 5.59630 1.72749 -1.84925
N 6.48152 2.46496 -1.97349
H 2.86891 2.66933 0.53194
H 4.36383 2.99011 -0.24032
*
```